# 1
A structure of composition C35H53FN4NaPSSe3Te in a non-equilibrium geometry, computed with ωB97M-V with the def2-TZVPD basis set.

Charge ... -2
Total energy ... -10058.66088 Eh
Kohn-Sham gap ... 3.2 eV
HOMO energy ... -0.0017 Ha

Element x y z (Å)
Na: -0.420 0.681 0.269
C: 0.388 3.317 1.703
C: 1.583 3.244 2.655
C: 2.866 3.715 1.962
C: 1.733 1.878 3.306
C: 1.640 1.841 4.690
C: 1.742 0.656 5.394
C: 1.930 -0.515 4.686
C: 2.040 -0.541 3.298
C: 2.207 -1.948 2.717
C: 3.683 -2.351 2.584
C: 1.452 -2.263 1.424
C: 1.948 0.683 2.573
N: 1.946 0.715 1.177
C: 3.071 0.622 0.479
C: 4.398 0.807 0.976
C: 5.509 0.758 0.159
C: 5.401 0.512 -1.208
C: 4.126 0.308 -1.735
C: 3.031 0.361 -0.914
F: 1.800 0.131 -1.469
H: 0.240 4.341 1.349
H: -0.523 2.991 2.211
H: 0.577 2.677 0.845
H: 1.385 3.946 3.471
H: 3.090 3.102 1.090
H: 3.718 3.657 2.643
H: 2.758 4.754 1.637
H: 1.467 2.763 5.235
H: 1.645 0.646 6.473
H: 1.974 -1.453 5.233
H: 1.785 -2.610 3.482
H: 4.184 -1.750 1.832
H: 3.759 -3.402 2.288
H: 4.207 -2.221 3.535
H: 1.965 -1.875 0.548
H: 0.445 -1.847 1.449
H: 1.363 -3.347 1.304
H: 4.509 1.006 2.036
H: 6.493 0.909 0.593
H: 6.275 0.487 -1.846
H: 3.983 0.097 -2.789
Se: -3.407 1.761 0.584
Se: -3.964 1.785 4.592
Te: -5.031 1.213 2.440
Se: -4.913 1.330 -1.082
C: -1.432 -3.533 3.210
C: -2.375 -2.335 3.417
C: -3.814 -2.728 3.067
C: -2.281 -1.834 4.862
C: -1.919 -1.276 2.519
N: -1.490 -0.494 1.797
H: -1.760 -4.353 3.852
H: -0.407 -3.264 3.476
H: -1.443 -3.863 2.171
H: -4.132 -3.546 3.719
H: -3.883 -3.056 2.028
H: -4.485 -1.882 3.208
H: -2.559 -2.647 5.539
H: -2.945 -0.982 5.026
H: -1.263 -1.511 5.094
C: -2.508 4.443 -3.407
C: -2.256 3.637 -2.135
P: -0.818 2.479 -2.094
C: -1.163 1.524 -3.647
C: -0.270 0.297 -3.834
C: 0.503 3.666 -2.642
C: 1.927 3.189 -2.358
H: -3.382 5.078 -3.252
H: -2.724 3.793 -4.258
H: -1.664 5.087 -3.666
H: -3.141 3.034 -1.908
H: -2.119 4.311 -1.285
H: -1.085 2.196 -4.506
H: -2.204 1.199 -3.552
H: 0.784 0.573 -3.906
H: -0.548 -0.246 -4.743
H: -0.375 -0.379 -2.984
H: 0.316 4.586 -2.082
H: 0.379 3.887 -3.706
H: 2.053 2.953 -1.301
H: 2.656 3.960 -2.623
H: 2.171 2.289 -2.923
C: -0.402 -3.467 -5.704
C: -1.424 -3.346 -4.623
C: -2.772 -3.363 -4.821
C: -3.620 -3.252 -3.691
N: -3.155 -3.219 -2.465
C: -1.826 -3.212 -2.246
S: -1.121 -3.159 -0.748
N: -0.978 -3.206 -3.357
C: -5.102 -3.155 -3.851
H: -0.866 -3.818 -6.623
H: 0.381 -4.168 -5.413
H: 0.069 -2.501 -5.899
H: -3.181 -3.461 -5.816
H: 0.008 -3.162 -3.144
H: -5.445 -3.724 -4.716
H: -5.377 -2.107 -3.990
H: -5.593 -3.504 -2.946



# 2
A cluster of 2 separate species, C6H14N2O2 in total in a non-equilibrium geometry, computed with ωB97M-V with the def2-TZVPD basis set.

Charge ... 0
SMILES ... CNC(C)=O.CNC(C)=O
Total energy ... -496.99625 Eh
Kohn-Sham gap ... 10.1 eV
HOMO energy ... -0.3456 Ha

Element x y z (Å)
C: -1.652 2.232 1.454
C: 1.628 2.686 -0.289
C: -0.201 2.033 1.131
O: 0.567 1.329 1.748
N: 0.261 2.871 0.130
H: -2.413 1.472 1.557
H: -0.244 3.179 -0.690
H: 1.880 1.837 -0.980
H: -1.757 2.812 2.387
H: -2.055 2.933 0.711
H: 1.994 3.621 -0.722
H: 2.285 2.335 0.506
C: 1.839 -2.432 -0.706
C: -1.931 -2.614 -0.403
C: -0.558 -2.308 -1.043
O: -0.453 -2.743 -2.183
N: 0.518 -2.020 -0.272
H: 0.436 -1.841 0.715
H: 2.452 -1.530 -0.912
H: -1.943 -3.694 -0.279
H: -2.821 -2.183 -0.831
H: 2.391 -2.941 0.060
H: 1.701 -2.918 -1.667
H: -1.924 -2.114 0.578



# 3
A structure of composition C3H10N2O2 in a non-equilibrium geometry, computed with ωB97M-V with the def2-TZVPD basis set.

Charge ... 0
Total energy ... -380.30266 Eh
Kohn-Sham gap ... 9.7 eV
HOMO energy ... -0.3315 Ha

Element x y z (Å)
N: 0.974 -1.501 -0.158
C: -0.288 -1.397 -0.870
O: -0.633 -2.391 -1.512
O: -0.886 -0.220 -0.725
H: 0.835 -2.253 0.551
H: 1.623 -1.928 -0.819
C: -0.647 1.515 1.932
C: 0.690 1.640 1.205
N: 0.512 1.765 -0.264
H: -0.482 1.413 3.018
H: -1.290 2.371 1.759
H: -1.184 0.625 1.559
H: 1.251 2.501 1.595
H: 1.288 0.704 1.402
H: -0.216 0.678 -0.514
H: 1.378 1.782 -0.769
H: 0.013 2.598 -0.533



# 4
A structure of composition C38H51BrNP3Tc in a non-equilibrium geometry, computed with ωB97M-V with the def2-TZVPD basis set.

Charge ... +4
Spin multiplicity ... 4
<S²> ... 3.805
Total energy ... -5210.47199 Eh
Kohn-Sham gap (alpha / beta) ... 6.0 / 3.5 eV
HOMO energy (alpha / beta) ... -0.6694 / -0.6695 Ha

Element x y z (Å)
C: 4.688 -1.388 -3.305
C: 3.717 -0.695 -4.075
C: 4.201 -0.206 -5.322
C: 5.570 -0.327 -5.628
N: 6.453 -0.937 -4.852
C: 6.018 -1.466 -3.716
C: 2.465 -0.448 -3.417
C: 2.156 -0.185 -2.157
C: 2.271 0.709 -1.064
C: 1.253 0.537 -0.046
C: 1.274 1.469 1.087
C: 2.272 2.457 1.185
C: 3.173 2.638 0.113
C: 3.178 1.783 -0.984
Tc: 0.171 -0.167 -2.175
P: -1.430 -1.490 -1.430
H: 3.550 0.333 -5.992
H: 4.409 -1.781 -2.344
H: 5.972 0.102 -6.549
H: 6.749 -1.973 -3.082
H: 3.951 1.870 -1.766
H: 1.047 -0.507 0.323
H: 3.889 3.454 0.150
H: 0.593 1.307 1.926
C: -2.863 -1.048 -0.361
C: -4.258 -1.415 -0.863
H: -2.819 0.029 -0.168
H: -2.661 -1.520 0.611
H: -4.994 -1.024 -0.144
H: -4.491 -0.988 -1.850
H: -4.404 -2.500 -0.892
C: -2.138 -1.784 -3.126
C: -1.278 -2.797 -3.864
H: -2.167 -0.855 -3.725
H: -3.168 -2.115 -2.991
H: -1.491 -2.625 -4.925
H: -0.202 -2.617 -3.724
H: -1.521 -3.839 -3.609
C: -1.067 -3.167 -0.775
C: -2.283 -4.086 -0.858
H: -0.722 -3.017 0.257
H: -0.222 -3.521 -1.374
H: -1.945 -5.121 -0.735
H: -3.007 -3.901 -0.050
H: -2.811 -4.028 -1.830
Br: 2.327 3.636 2.587
P: -1.223 1.512 -1.763
C: -2.875 1.556 -2.649
C: -3.637 2.840 -2.317
H: -3.412 0.628 -2.365
H: -2.672 1.481 -3.730
H: -4.642 2.824 -2.742
H: -3.734 2.967 -1.237
H: -3.144 3.714 -2.755
C: -1.572 2.063 -0.019
C: -1.617 3.572 0.103
H: -0.766 1.670 0.602
H: -2.470 1.586 0.399
H: -2.005 3.916 1.064
H: -0.640 4.019 -0.066
H: -2.308 3.965 -0.632
C: -0.203 2.693 -2.786
C: -0.968 3.607 -3.779
H: 0.453 1.994 -3.385
H: 0.511 3.235 -2.135
H: -0.283 4.035 -4.537
H: -1.789 3.090 -4.285
H: -1.408 4.455 -3.242
C: -0.804 -2.298 3.018
P: 0.031 -0.673 3.173
C: -0.882 0.166 4.524
C: -2.288 0.041 4.590
C: -2.989 0.602 5.650
C: -2.311 1.346 6.625
C: -0.939 1.593 6.486
C: -0.227 1.045 5.407
C: 1.614 -1.113 3.944
C: 2.801 -0.704 3.302
C: 4.036 -1.137 3.797
C: 4.103 -1.919 4.949
C: 2.916 -2.287 5.602
C: 1.669 -1.894 5.109
H: -1.757 -2.195 2.467
H: -0.996 -2.734 4.015
H: -0.135 -2.971 2.449
H: -2.808 -0.522 3.819
H: -4.067 0.451 5.731
H: -2.853 1.770 7.467
H: -0.411 2.230 7.216
H: 0.829 1.260 5.278
H: 2.755 -0.064 2.427
H: 4.937 -0.842 3.277
H: 5.067 -2.235 5.356
H: 2.955 -2.919 6.498
H: 0.753 -2.203 5.611



# 5
A cluster of 8 separate species, C6H28NO8 in total in a non-equilibrium geometry, computed with ωB97M-V with the def2-TZVPD basis set.

Charge ... -1
Total energy ... -902.03557 Eh
Kohn-Sham gap ... 8.4 eV
HOMO energy ... -0.1956 Ha

Element x y z (Å)
C: -0.609 2.733 -0.521
C: 0.160 1.464 -0.481
C: 1.549 1.775 0.049
C: 2.030 0.397 0.462
C: 3.455 0.454 1.068
N: 0.324 0.779 -1.800
C: -0.469 -0.464 -1.668
O: -1.668 -0.424 -1.050
H: -0.610 3.168 -1.524
H: -0.242 3.535 0.145
H: -1.737 2.487 -0.365
H: -0.513 0.689 0.127
H: 2.126 2.269 -0.578
H: 1.386 2.253 1.006
H: 1.993 -0.197 -0.479
H: 1.322 -0.038 1.221
H: 3.450 1.213 1.824
H: 3.792 -0.423 1.434
H: 4.211 0.569 0.251
H: 0.125 1.368 -2.622
H: 0.328 -1.030 -1.080
H: -0.865 -0.884 -2.708
H: -2.110 -2.503 -0.804
H: -0.865 -3.257 -0.351
O: -1.764 -3.069 -0.117
H: -0.522 -0.872 2.559
H: -0.806 -2.021 3.442
O: -0.128 -1.357 3.259
H: -2.504 0.669 -1.637
H: -3.913 0.454 -2.105
O: -3.374 1.082 -1.957
H: -2.355 -1.480 1.564
H: -1.892 -0.532 0.428
O: -1.958 -0.635 1.479
H: -3.760 1.730 -0.014
H: -2.584 1.780 0.964
O: -3.542 2.018 0.842
H: 1.818 -2.610 2.105
H: 0.586 -3.162 1.506
O: 1.526 -3.275 1.460
H: 3.682 -1.648 -1.754
H: 2.165 -1.182 -1.628
O: 2.763 -1.822 -1.952



# 6
A structure of composition C14H29N3NiO3SSi2 in a non-equilibrium geometry, computed with ωB97M-V with the def2-TZVPD basis set.

Charge ... 0
Spin multiplicity ... 3
<S²> ... 2.006
Total energy ... -3426.28014 Eh
Kohn-Sham gap (alpha / beta) ... 6.2 / 6.3 eV
HOMO energy (alpha / beta) ... -0.2428 / -0.2452 Ha

Element x y z (Å)
Ni: 0.004 -0.563 0.331
C: -4.466 -2.250 2.775
O: -3.918 -1.676 1.591
C: -2.612 -1.460 1.476
O: -2.179 -0.874 0.505
N: -1.817 -1.904 2.490
N: -0.451 -1.682 2.346
H: -5.541 -2.233 2.636
H: -4.210 -1.659 3.656
H: -4.146 -3.287 2.906
H: -2.149 -2.555 3.180
H: 0.070 -2.519 2.105
H: -0.062 -1.267 3.179
O: 1.882 -0.925 0.987
N: 2.791 -0.017 1.328
C: 2.653 0.635 2.505
C: 3.557 1.552 2.952
C: 4.680 1.824 2.156
C: 4.824 1.169 0.964
C: 3.882 0.214 0.504
S: 4.069 -0.624 -0.943
H: 1.764 0.379 3.062
H: 3.395 2.046 3.899
H: 5.417 2.546 2.480
H: 5.670 1.354 0.321
C: -0.627 2.034 0.976
Si: -0.549 1.969 -0.962
C: 0.402 3.511 -1.509
C: -2.326 2.117 -1.584
C: 0.369 0.441 -1.469
Si: -0.142 -1.008 -2.515
C: -1.945 -0.960 -3.082
C: 1.015 -1.120 -4.004
C: 0.095 -2.643 -1.508
H: -0.173 2.941 1.378
H: -0.070 1.201 1.440
H: -1.656 1.975 1.337
H: -0.109 4.429 -1.207
H: 0.502 3.524 -2.596
H: 1.409 3.523 -1.086
H: -2.782 3.044 -1.227
H: -2.937 1.281 -1.238
H: -2.354 2.128 -2.675
H: 1.451 0.574 -1.476
H: -2.132 -0.081 -3.700
H: -2.622 -0.924 -2.226
H: -2.189 -1.845 -3.673
H: 0.917 -0.233 -4.634
H: 0.812 -2.000 -4.621
H: 2.049 -1.170 -3.657
H: -0.772 -3.301 -1.573
H: 0.286 -2.452 -0.440
H: 0.975 -3.181 -1.860



# 7
An isolated molecule of C8H14N2O6 in a non-equilibrium geometry, computed with ωB97M-V with the def2-TZVPD basis set.

Charge ... 0
SMILES ... N[C@@H](CCC(=O)O)C(=O)N[C@@H](CO)C(=O)O
Total energy ... -874.21236 Eh
Kohn-Sham gap ... 10.3 eV
HOMO energy ... -0.3679 Ha

Element x y z (Å)
C: 0.300 -1.433 -0.081
C: 0.300 -0.970 -1.522
C: -1.154 -1.361 0.508
C: -1.265 -2.034 1.880
C: -0.554 -1.349 3.028
C: 0.053 1.415 -0.895
C: -1.103 2.394 -1.058
C: 1.233 2.268 -1.155
H: 2.001 -0.391 0.090
H: 1.579 -1.290 1.459
H: 0.600 -2.496 -0.211
H: -1.871 -1.714 -0.234
H: -1.416 -0.268 0.731
H: -2.328 -2.154 2.234
H: -0.826 -3.067 1.855
H: 1.101 -1.462 4.020
H: 0.447 0.607 -2.662
H: 0.027 1.062 0.084
H: 2.100 1.700 -0.963
H: 1.280 3.201 -0.513
H: 2.022 2.925 -2.887
H: -1.725 0.983 -2.088
N: 1.235 -0.698 0.678
N: -0.041 0.320 -1.826
O: 0.417 -1.742 -2.416
O: -1.003 -0.485 3.728
O: 0.671 -1.936 3.287
O: -1.271 3.459 -0.551
O: 1.179 2.585 -2.541
O: -1.987 1.933 -1.980



# 8
A cluster of 13 separate species, C25H34Cl2O24 in total in a non-equilibrium geometry, computed with ωB97M-V with the def2-TZVPD basis set.

Charge ... 0
Total energy ... -3699.16164 Eh
Kohn-Sham gap ... 7.5 eV
HOMO energy ... -0.3441 Ha

Element x y z (Å)
C: -4.451 -0.349 0.985
C: -5.672 -0.809 1.219
C: -6.890 0.061 1.026
O: -8.017 -0.350 1.124
C: -6.619 1.488 0.735
C: -5.397 1.933 0.479
C: -4.201 1.027 0.565
O: -3.088 1.420 0.241
O: -5.178 3.175 0.084
O: -5.895 -2.079 1.444
H: -3.570 -0.980 1.029
H: -7.472 2.154 0.733
H: -4.262 3.282 -0.227
H: -5.141 -2.431 2.006
C: 5.045 4.905 -1.588
C: 5.962 4.888 -2.546
C: 5.722 4.230 -3.889
O: 6.591 4.242 -4.699
C: 4.477 3.522 -4.006
C: 3.573 3.423 -3.029
C: 3.777 4.181 -1.730
O: 3.034 4.059 -0.797
O: 2.478 2.683 -3.143
O: 7.090 5.592 -2.452
H: 5.258 5.396 -0.648
H: 4.231 2.949 -4.899
H: 1.749 3.061 -2.546
H: 7.635 5.388 -3.242
C: -2.052 3.229 3.629
C: -1.713 2.035 4.113
C: -0.429 1.346 3.701
O: -0.084 0.290 4.217
C: 0.380 2.042 2.706
C: -0.016 3.190 2.180
C: -1.275 3.885 2.590
O: -1.634 4.842 2.009
O: 0.732 3.844 1.305
O: -2.503 1.385 4.952
H: -3.064 3.570 3.838
H: 1.221 1.483 2.317
H: 0.184 4.583 0.963
H: -2.097 0.519 5.151
C: 1.465 -2.584 -0.926
C: 1.694 -1.274 -1.054
C: 0.854 -0.258 -0.362
O: 0.984 0.889 -0.618
C: -0.146 -0.785 0.536
C: -0.355 -2.099 0.704
C: 0.365 -3.126 -0.127
O: 0.229 -4.301 -0.019
O: -1.283 -2.491 1.594
O: 2.641 -0.789 -1.845
H: 2.147 -3.279 -1.405
H: -0.848 -0.137 1.055
H: -1.615 -3.406 1.430
H: 2.780 0.159 -1.597
O: 1.104 -6.768 1.776
H: 0.693 -6.327 1.020
H: 2.041 -6.545 1.710
O: -2.644 -4.819 0.830
H: -3.334 -4.913 0.157
H: -2.238 -5.690 0.880
O: -1.684 -2.258 4.739
H: -1.305 -1.722 4.023
H: -1.364 -1.840 5.549
O: -2.053 -6.713 -1.326
H: -1.179 -6.456 -1.687
H: -1.850 -7.313 -0.595
O: 0.101 3.221 -1.941
H: 0.446 2.826 -1.118
H: -0.501 3.917 -1.651
O: -3.879 -3.042 3.040
H: -3.466 -3.144 3.917
H: -3.296 -3.526 2.440
O: 4.649 0.808 -0.655
H: 5.555 1.135 -0.572
H: 4.713 -0.139 -0.462
O: 0.483 -6.384 -2.830
H: 0.617 -5.736 -3.536
H: 1.024 -6.060 -2.093
C: 3.979 -0.319 -4.850
Cl: 5.467 0.388 -5.510
Cl: 2.680 -0.323 -6.026
H: 4.208 -1.326 -4.524
H: 3.703 0.246 -3.968



# 9
A structure of composition C7H20OSb, computed with ωB97M-V with the def2-TZVPD basis set.

Charge ... -1
Total energy ... -594.01929 Eh
Kohn-Sham gap ... 6.9 eV
HOMO energy ... -0.1188 Ha

Element x y z (Å)
C: -2.762 1.795 0.518
C: -2.273 1.492 -0.896
C: -0.941 2.138 -1.290
O: 0.216 1.469 -0.857
C: 0.607 1.673 0.508
Sb: 0.642 -0.209 1.746
C: 1.834 -1.253 0.194
C: 1.175 -2.532 -0.294
C: 1.833 -3.182 -1.518
H: -2.739 2.873 0.712
H: -2.144 1.310 1.272
H: -3.788 1.449 0.660
H: -2.146 0.412 -1.010
H: -3.030 1.811 -1.621
H: -0.868 2.160 -2.382
H: -0.921 3.184 -0.937
H: 1.627 2.077 0.508
H: -0.052 2.412 0.979
H: 2.146 0.394 2.522
H: -0.345 0.614 3.003
H: -0.852 -0.756 0.919
H: 0.675 -1.692 2.736
H: 2.799 -1.456 0.672
H: 2.001 -0.558 -0.634
H: 0.123 -2.326 -0.521
H: 1.155 -3.253 0.530
H: 2.696 -3.794 -1.240
H: 2.188 -2.416 -2.212
H: 1.147 -3.834 -2.067